(1)
This record from OMol25 describes a 13-piece molecular cluster, C16H58O16 overall. The level of theory is ωB97M-V with the def2-TZVPD basis set.

```
90
C16H58O16, DFT ωB97M-V with the def2-TZVPD basis set
C -5.460 -1.052 15.110
O -4.856 0.200 15.299
H -6.187 -1.057 14.298
H -4.663 -1.776 14.939
H -6.013 -1.300 16.015
H -5.529 0.883 15.246
C -9.773 -6.219 15.437
O -10.835 -6.231 16.400
H -9.658 -5.203 15.060
H -8.828 -6.528 15.882
H -10.087 -6.874 14.623
H -11.421 -6.923 16.085
C -7.341 2.103 16.518
O -6.946 2.151 15.179
H -6.688 1.603 17.234
H -7.482 3.142 16.817
H -8.206 1.445 16.436
H -7.571 2.679 14.677
C -8.279 -1.248 19.500
O -7.762 -0.742 20.638
H -9.360 -1.110 19.470
H -7.840 -0.696 18.669
H -8.055 -2.314 19.526
H -8.357 -1.040 21.330
C -6.923 -4.211 13.507
O -6.740 -4.310 14.894
H -7.798 -4.778 13.187
H -7.080 -3.164 13.246
H -6.057 -4.583 12.961
H -6.016 -4.921 15.050
C -13.544 -4.263 15.532
O -14.003 -5.164 14.487
H -12.477 -4.392 15.712
H -13.725 -3.193 15.428
H -13.952 -4.567 16.496
H -13.711 -6.060 14.667
C -9.331 -1.855 15.598
O -10.654 -2.239 15.371
H -9.058 -1.154 14.809
H -9.239 -1.344 16.557
H -8.592 -2.653 15.669
H -11.065 -2.461 16.210
C -12.391 0.424 13.156
O -12.088 0.389 11.786
H -12.772 1.419 13.384
H -13.178 -0.321 13.274
H -11.474 0.227 13.712
H -12.114 1.295 11.469
C -8.894 -4.772 18.581
O -9.424 -6.057 18.877
H -7.813 -4.888 18.517
H -9.209 -4.313 17.643
H -9.123 -4.081 19.392
H -9.879 -6.359 18.088
C -11.278 1.348 16.604
O -10.781 2.663 16.782
H -11.713 0.967 17.527
H -12.047 1.362 15.831
H -10.435 0.732 16.290
H -11.541 3.184 17.053
C -10.766 -4.092 12.618
C -10.862 -4.389 11.143
O -9.709 -4.157 10.357
O -10.717 -2.691 12.735
H -9.741 -4.309 12.919
H -11.486 -4.597 13.262
H -11.744 -3.999 10.635
H -11.086 -5.451 11.049
H -9.752 -3.209 10.208
H -10.658 -2.442 13.660
C -13.032 -3.697 19.536
C -12.073 -2.565 19.034
O -12.191 -2.485 17.625
O -14.348 -3.264 19.395
H -12.842 -3.914 20.587
H -12.844 -4.586 18.933
H -11.010 -2.679 19.250
H -12.240 -1.594 19.501
H -12.976 -1.948 17.495
H -14.855 -3.886 19.921
C -7.507 0.907 11.859
C -8.790 0.010 11.921
O -8.592 -1.324 11.526
O -6.888 0.952 10.583
H -6.846 0.620 12.677
H -7.881 1.892 12.138
H -9.531 0.502 11.291
H -9.202 0.038 12.929
H -9.359 -1.796 11.858
H -6.807 0.061 10.235
```

## Properties
HOMO level = -0.351 Ha
ΔE to the lowest compared entry with this formula, charge and spin = 143.3 kJ/mol
strongest force on any atom = 3.13 eV/Å
orbital gap = 9.6 eV

(2)
This record from OMol25 describes a 3-piece molecular cluster, C30H45FNO13P3 overall. The level of theory is ωB97M-V with the def2-TZVPD basis set.

```
93
C30H45FNO13P3, DFT ωB97M-V with the def2-TZVPD basis set
C -2.257 2.463 3.420
C -2.709 3.518 2.375
C -1.786 4.483 1.839
C -2.301 5.456 0.901
C -3.693 5.459 0.506
C -4.660 4.498 1.003
C -6.194 4.560 0.572
C -7.038 3.863 1.681
C -7.416 4.715 2.801
N -7.047 6.095 2.861
C -8.178 4.187 3.910
C -8.498 2.797 3.880
C -8.112 1.921 2.788
C -7.382 2.444 1.630
P -6.950 1.264 0.269
O -8.108 0.684 -0.430
O -5.968 1.913 -0.902
O -6.063 0.051 1.004
C -8.553 0.443 2.937
O -8.869 -0.289 2.037
C -8.620 -0.084 4.397
C -8.974 0.736 5.399
F -9.088 0.316 6.691
C -9.268 2.223 5.083
O -10.018 2.899 5.749
C -4.122 3.523 1.947
H -1.235 2.071 3.195
H -2.255 2.899 4.451
H -2.981 1.611 3.453
H -0.731 4.488 2.171
H -1.597 6.210 0.494
H -4.049 6.246 -0.193
H -6.462 5.646 0.609
H -6.417 4.224 -0.459
H -7.452 6.477 3.711
H -7.337 6.605 2.031
H -8.488 4.826 4.755
H -5.041 1.624 -0.832
H -5.149 0.403 1.002
H -8.409 -1.137 4.667
H -4.757 2.748 2.430
O 0.422 -0.097 -2.558
P 1.359 0.994 -2.115
O 1.769 0.440 -0.614
C 2.274 -0.880 -0.446
C 3.786 -0.909 -0.570
O 0.250 2.125 -1.687
C -1.073 2.093 -2.212
C -2.010 1.415 -1.233
O 2.490 2.230 -1.988
C 3.772 2.085 -2.598
C 3.727 1.397 -3.947
H 1.820 -1.575 -1.157
H 1.986 -1.204 0.556
H 4.091 -0.723 -1.604
H 4.180 -1.883 -0.273
H 4.242 -0.139 0.055
H -1.099 1.612 -3.190
H -1.389 3.129 -2.359
H -1.646 0.422 -0.963
H -3.014 1.321 -1.656
H -2.073 1.989 -0.304
H 4.443 1.562 -1.912
H 4.176 3.092 -2.725
H 3.389 0.358 -3.851
H 4.717 1.386 -4.404
H 3.033 1.907 -4.619
O 6.456 -6.609 -2.520
P 7.392 -5.520 -2.072
O 7.835 -6.100 -0.590
C 8.354 -7.417 -0.458
C 9.864 -7.430 -0.610
O 6.281 -4.408 -1.599
C 4.948 -4.440 -2.100
C 4.035 -5.145 -1.115
O 8.514 -4.275 -1.941
C 9.786 -4.396 -2.578
C 9.720 -5.056 -3.940
H 7.893 -8.102 -1.174
H 8.087 -7.763 0.543
H 10.149 -7.222 -1.644
H 10.271 -8.406 -0.339
H 10.324 -6.669 0.023
H 4.907 -4.902 -3.087
H 4.618 -3.405 -2.220
H 4.406 -6.141 -0.867
H 3.026 -5.239 -1.520
H 3.986 -4.587 -0.178
H 10.474 -4.926 -1.916
H 10.178 -3.383 -2.692
H 9.394 -6.100 -3.859
H 10.702 -5.048 -4.416
H 9.009 -4.539 -4.588
```

## Properties
HOMO level = -0.329 Ha
ΔE to the lowest compared entry with this formula, charge and spin = 0.0 kJ/mol
strongest force on any atom = 8.17 eV/Å
orbital gap = 8.1 eV
SMILES string = Cc1cccc(Cc2c(N)cc3c(c2P(=O)(O)O)C(=O)C=C(F)C3=O)c1.CCOP(=O)(OCC)OCC.CCOP(=O)(OCC)OCC

(3)
This record from OMol25 describes a 2-piece molecular cluster, C5H13NO2 overall. The level of theory is ωB97M-V with the def2-TZVPD basis set.

```
21
C5H13NO2, DFT ωB97M-V with the def2-TZVPD basis set
C 1.221 -1.102 -0.684
C 0.154 0.043 -0.869
C 0.053 0.734 0.589
C -0.661 2.072 0.464
C -0.231 3.049 1.573
O -0.607 4.181 1.583
N -1.085 -0.392 -1.254
H 1.681 -1.496 -1.581
H 0.746 -1.960 -0.223
H 2.077 -0.786 -0.086
H 0.651 0.791 -1.482
H -0.476 0.035 1.238
H 1.092 0.867 0.855
H -0.400 2.552 -0.454
H -1.751 2.047 0.431
H 0.450 2.637 2.332
H -1.616 -0.925 -0.569
H -1.349 -0.610 -2.214
H -0.502 -3.510 0.516
H 0.747 -3.999 -0.110
O -0.195 -4.228 -0.055
```

## Properties
<S²> = 0.755
HOMO level (spin up / spin down) = -0.493 / -0.491 Ha
2S+1 = 2
charge = +1
ΔE to the lowest compared entry with this formula, charge and spin = 178.9 kJ/mol
strongest force on any atom = 3.00 eV/Å
orbital gap (spin up / spin down) = 9.8 / 4.6 eV

(4)
This record from OMol25 describes one molecule with the formula C22H21N3O. The level of theory is ωB97M-V with the def2-TZVPD basis set.

```
47
C22H21N3O, DFT ωB97M-V with the def2-TZVPD basis set
C -0.675 -2.711 0.152
H -1.634 -2.926 -0.312
H -0.387 -3.552 0.777
H 0.075 -2.587 -0.623
C -0.727 -1.444 1.003
N -1.322 -0.317 0.302
C -0.543 0.730 -0.103
C 0.854 0.797 0.037
C 1.598 1.982 0.356
N 2.877 1.750 0.368
N 3.078 0.467 -0.032
C 1.880 -0.202 -0.235
O 1.773 -1.344 -0.671
C 4.381 -0.021 -0.133
C 5.441 0.856 0.095
C 6.743 0.407 0.003
C 7.007 -0.915 -0.316
C 5.955 -1.785 -0.543
C 4.646 -1.350 -0.453
H 3.830 -2.030 -0.635
H 6.152 -2.818 -0.793
H 8.027 -1.264 -0.389
H 7.557 1.094 0.182
H 5.219 1.881 0.344
C 1.086 3.304 0.816
H 0.975 3.993 -0.022
H 0.125 3.201 1.315
H 1.809 3.737 1.503
C -1.192 1.854 -0.696
C -2.525 1.880 -0.912
C -3.330 0.788 -0.484
C -4.718 0.796 -0.663
C -5.509 -0.239 -0.217
C -4.879 -1.302 0.435
C -3.516 -1.343 0.613
C -2.694 -0.306 0.145
H -3.106 -2.193 1.130
H -5.481 -2.117 0.811
C -6.994 -0.241 -0.406
H -7.326 0.670 -0.895
H -7.294 -1.093 -1.014
H -7.498 -0.327 0.556
H -5.163 1.648 -1.157
H -2.996 2.713 -1.411
H -0.565 2.658 -1.040
H 0.287 -1.168 1.289
H -1.300 -1.610 1.922
```

## Properties
HOMO level = -0.264 Ha
ΔE to the lowest compared entry with this formula, charge and spin = 131.5 kJ/mol
strongest force on any atom = 1.00 eV/Å
orbital gap = 6.5 eV
SMILES string = CCN1/C(=C2\C(=O)N(c3ccccc3)N=C2C)C=Cc2cc(C)ccc21

(5)
This record from OMol25 describes a 2-piece molecular cluster, C13H24NO5 overall. The level of theory is ωB97M-V with the def2-TZVPD basis set.

```
43
C13H24NO5, DFT ωB97M-V with the def2-TZVPD basis set
C 4.379 -0.094 0.475
C 3.020 -0.571 -0.354
O 3.398 -0.709 -1.787
C 1.901 0.671 -0.296
C 0.490 0.105 0.380
C -0.462 1.277 1.012
C -1.731 1.735 0.088
C -1.334 3.190 -0.635
C -3.022 2.112 1.082
N -2.093 0.801 -1.040
O -1.547 1.151 -2.217
C -1.867 -0.655 -0.714
C -2.424 -1.507 -2.042
C -2.708 -1.231 0.568
C -0.250 -0.915 -0.667
H 4.080 0.322 1.552
H 4.832 0.833 -0.110
H 5.166 -0.955 0.617
H 2.581 -1.584 0.089
H 3.649 0.239 -2.051
H 1.749 1.162 -1.349
H 2.346 1.426 0.515
H 0.846 -0.567 1.300
H 0.230 2.241 1.136
H -0.851 1.043 2.111
H -1.274 4.048 0.193
H -0.286 3.173 -1.155
H -2.218 3.532 -1.354
H -3.012 1.421 2.051
H -4.062 1.978 0.532
H -2.852 3.208 1.474
H -3.274 -0.943 -2.615
H -2.696 -2.629 -1.768
H -1.508 -1.589 -2.801
H -2.358 -2.356 0.750
H -3.860 -1.290 0.310
H -2.492 -0.666 1.580
H 0.219 -0.789 -1.738
H -0.057 -2.027 -0.298
C 2.334 -3.698 1.801
O 2.224 -4.904 1.959
O 1.464 -2.960 1.323
O 3.331 -3.029 2.094
```

## Properties
<S²> = 0.758
HOMO level (spin up / spin down) = 0.032 / 0.032 Ha
2S+1 = 2
charge = -2
strongest force on any atom = 3.56 eV/Å
orbital gap (spin up / spin down) = 4.5 / 4.4 eV

(6)
This record from OMol25 describes one molecule with the formula C4H6N2S. The level of theory is ωB97M-V with the def2-TZVPD basis set.

```
13
C4H6N2S, DFT ωB97M-V with the def2-TZVPD basis set
C -2.226 -0.413 0.253
C -1.590 0.649 -0.168
C -0.103 0.695 -0.148
C 1.923 -0.695 -0.180
H -3.249 -0.392 0.392
H -1.620 -1.312 0.489
H -2.085 1.639 -0.262
H 0.059 -1.282 -0.466
H 2.193 -1.714 -0.319
H 2.685 1.068 0.420
N 0.538 -0.490 -0.259
N 2.879 0.069 0.280
S 0.595 2.179 -0.030
```

## Properties
HOMO level = -0.316 Ha
ΔE to the lowest compared entry with this formula, charge and spin = 172.6 kJ/mol
strongest force on any atom = 4.07 eV/Å
orbital gap = 8.2 eV
SMILES string = [H]/N=C\NC(=S)C=C

(7)
This record from OMol25 describes a 14-piece molecular cluster, C6H37NO13 overall. The level of theory is ωB97M-V with the def2-TZVPD basis set.

```
57
C6H37NO13, DFT ωB97M-V with the def2-TZVPD basis set
C -0.969 -2.012 -2.163
N -0.045 -1.458 -1.160
C -0.365 -0.099 -0.818
C -0.811 0.211 0.418
C -1.013 1.566 0.922
C -1.546 1.809 2.132
C -0.063 0.911 -1.872
H -0.989 -1.425 -3.103
H -2.033 -2.102 -1.856
H -0.668 -3.045 -2.431
H -0.004 -2.087 -0.281
H -1.059 -0.557 1.151
H -0.725 2.377 0.208
H -1.704 2.773 2.533
H -1.884 1.038 2.868
H 0.358 0.419 -2.810
H -0.947 1.440 -2.199
H 0.648 1.617 -1.474
H 1.607 -1.829 -2.469
H 2.344 -1.559 -3.756
O 2.504 -1.782 -2.839
H -3.726 -2.725 0.672
H -2.207 -2.356 0.652
O -3.052 -2.205 0.206
H -0.250 -3.390 1.430
H -0.578 -2.269 2.505
O -0.986 -2.852 1.780
H 2.445 -0.532 2.092
H 3.014 -1.016 0.821
O 2.780 -1.355 1.697
H -3.424 2.131 -2.963
H -3.394 1.372 -1.630
O -3.141 2.218 -2.113
H 2.469 2.705 0.158
H 3.112 1.272 -0.058
O 3.064 2.082 0.551
H -4.642 0.261 -0.217
H -3.532 -0.775 -0.599
O -4.062 -0.022 -0.947
H 1.913 -2.659 1.276
H 2.007 -3.938 0.257
O 1.448 -3.541 0.934
H -1.746 4.569 -0.943
H -1.857 3.262 -1.638
O -1.232 3.970 -1.439
H 0.885 -0.655 3.314
H 1.337 -2.093 3.560
O 0.546 -1.540 3.569
H 2.381 1.460 1.938
H 0.913 1.312 2.318
O 1.768 0.974 2.580
H 1.746 4.501 -0.983
H 0.370 3.786 -0.863
O 1.289 3.782 -0.566
H 3.457 -0.675 -1.476
H 2.039 -0.482 -0.962
O 2.979 -0.258 -0.745
```

## Properties
HOMO level = -0.306 Ha
ΔE to the lowest compared entry with this formula, charge and spin = 135.1 kJ/mol
strongest force on any atom = 4.25 eV/Å
orbital gap = 8.6 eV

(8)
This record from OMol25 describes C18H34N4O2PtSb2 as an isolated structure. The level of theory is ωB97M-V with the def2-TZVPD basis set.

```
61
C18H34N4O2PtSb2, DFT ωB97M-V with the def2-TZVPD basis set
Pt -0.068 -1.547 -0.140
C -3.639 0.574 -0.129
Sb -2.042 -0.225 -1.261
C -1.572 1.290 -2.657
C -2.983 -1.761 -2.433
C -4.014 -2.503 -1.642
C -5.307 -1.971 -1.615
C -6.328 -2.573 -0.906
C -6.073 -3.745 -0.205
C -4.803 -4.289 -0.232
C -3.757 -3.688 -0.938
C -2.420 -4.361 -0.897
Sb -1.244 -3.660 0.764
C -2.654 -3.636 2.333
C -0.037 -5.331 1.245
H -4.072 -0.206 0.493
H -4.395 0.955 -0.814
H -3.273 1.386 0.496
H -2.510 1.629 -3.094
H -0.921 0.877 -3.424
H -1.074 2.122 -2.167
H -2.190 -2.380 -2.850
H -3.452 -1.228 -3.262
H -5.517 -1.074 -2.187
H -7.321 -2.144 -0.914
H -6.864 -4.241 0.340
H -4.615 -5.222 0.287
H -1.822 -4.213 -1.795
H -2.539 -5.434 -0.749
H -3.076 -4.634 2.436
H -3.446 -2.927 2.101
H -2.162 -3.349 3.260
H -0.691 -6.196 1.349
H 0.485 -5.156 2.183
H 0.685 -5.511 0.452
N 1.294 -0.175 0.884
C 2.609 -0.225 0.189
C 3.485 0.969 0.589
C 5.004 0.776 0.494
C 5.624 1.220 -0.839
N 6.817 0.460 -1.198
C 6.917 -0.422 -2.190
N 5.848 -0.833 -2.853
N 8.126 -0.908 -2.502
C 2.348 -0.343 -1.326
O 3.277 -0.134 -2.101
O 1.157 -0.643 -1.683
H 0.904 0.757 0.782
H 1.393 -0.340 1.880
H 3.092 -1.160 0.486
H 3.245 1.194 1.631
H 3.186 1.853 0.017
H 5.279 -0.257 0.716
H 5.451 1.378 1.287
H 5.932 2.264 -0.774
H 4.907 1.156 -1.651
H 7.662 0.663 -0.689
H 4.899 -0.601 -2.558
H 5.955 -1.452 -3.637
H 8.962 -0.491 -2.134
H 8.239 -1.554 -3.263
```

## Properties
<S²> = 2.008
HOMO level (spin up / spin down) = -0.471 / -0.490 Ha
2S+1 = 3
charge = +2
ΔE to the lowest compared entry with this formula, charge and spin = 8.1 kJ/mol
strongest force on any atom = 0.43 eV/Å
orbital gap (spin up / spin down) = 8.2 / 6.2 eV

(9)
This record from OMol25 describes a 15-piece molecular cluster, H30O15 overall. The level of theory is ωB97M-V with the def2-TZVPD basis set.

```
45
H30O15, DFT ωB97M-V with the def2-TZVPD basis set
H 0.280 -1.047 0.253
H 0.391 0.220 -0.581
H -1.509 -3.444 0.059
H -1.464 -2.096 -0.642
H 1.551 -2.347 1.573
H 1.397 -3.859 1.542
H -5.044 -2.692 0.081
H -3.840 -1.916 -0.427
H 1.639 -2.075 -3.104
H 2.317 -2.937 -2.052
H 0.387 2.119 0.107
H -0.671 2.022 -0.980
H -4.771 -0.554 1.232
H -3.884 -1.574 1.928
H -0.245 0.645 -3.128
H 0.683 1.476 -3.999
H 4.662 0.207 2.114
H 4.022 -0.191 3.433
H 1.117 -1.557 2.900
H 2.207 -0.536 2.614
H 3.242 3.963 -2.240
H 2.343 2.745 -2.374
H -1.638 2.659 2.261
H -1.636 2.307 3.740
H -1.375 4.184 -0.454
H -1.008 3.843 0.981
H 3.530 -1.573 -2.185
H 4.177 -1.002 -0.934
H -3.570 0.570 -1.868
H -3.254 0.763 -0.394
O 0.153 -0.712 -0.642
O -0.909 -2.847 -0.402
O 2.056 -3.164 1.656
O -4.495 -2.566 -0.702
O 1.490 -2.481 -2.243
O -0.562 2.197 -0.038
O -3.928 -1.013 1.145
O -0.119 1.538 -3.468
O 3.804 0.082 2.535
O 1.449 -0.699 3.187
O 3.147 3.052 -1.940
O -1.609 3.059 3.138
O -0.994 4.567 0.344
O 3.350 -1.376 -1.259
O -2.837 0.573 -1.242
```

## Properties
HOMO level = -0.372 Ha
ΔE to the lowest compared entry with this formula, charge and spin = 417.0 kJ/mol
strongest force on any atom = 1.41 eV/Å
orbital gap = 9.9 eV

(10)
This record from OMol25 describes one molecule with the formula C4H6O2. The level of theory is ωB97M-V with the def2-TZVPD basis set.

```
12
C4H6O2, DFT ωB97M-V with the def2-TZVPD basis set
C 2.384 -0.258 0.307
O 1.240 -0.229 0.986
C 0.273 0.150 0.012
C -0.896 0.984 0.492
O -1.803 0.125 -0.221
C -0.766 -0.828 -0.514
H 2.155 -0.846 -0.633
H 0.852 0.673 -0.755
H -0.910 2.017 0.129
H -1.041 0.962 1.577
H -0.863 -1.756 0.065
H -0.697 -1.059 -1.582
```

## Properties
HOMO level = -0.324 Ha
ΔE to the lowest compared entry with this formula, charge and spin = 556.8 kJ/mol
strongest force on any atom = 1.88 eV/Å
orbital gap = 8.8 eV